# 1
Below is an isolated molecule of C5H12N2O at a distorted geometry, with properties calculated with ωB97M-V with the def2-TZVPD basis set.

Properties
Energy above the lowest of the compared OMol25 structures with the same formula, charge and spin, kcal/mol: 68.8
HOMO energy, Ha: -0.285
HOMO-LUMO gap, eV: 8.7
Strongest force on any atom, Eh/bohr: 0.0826
LUMO level, eV: 0.9
SMILES string: CC1(O)[C@@H](N)C[C@@H]1N

```
! RIJCOSX wB97M-V def2-TZVPD def2/J DEFGRID3
* xyz 0 1
H -1.01406 -0.90916 -1.41860
H 0.66878 0.83008 -1.97025
C 1.35586 0.26389 -1.33205
H 0.04047 0.65471 1.88888
H -0.68422 -2.19579 1.25500
C -0.87771 -0.91570 -0.33710
C -0.05486 0.81848 0.81758
C 0.69815 -0.16597 -0.03754
H -0.13939 -2.81578 -0.13652
H 1.67614 -0.61422 -1.90280
H -0.63546 2.78388 0.95170
O 1.57204 -1.03490 0.70996
C -1.65615 0.10628 0.42954
N -0.86051 -2.21125 0.25286
H -2.16872 -0.24537 1.32775
H 2.24464 0.88671 -1.16451
N -0.01107 2.17981 0.42398
H -2.31910 0.72206 -0.18071
H 2.33099 -0.49608 0.98609
H -0.16582 2.35831 -0.56324
*
```

These are the natural (NBO) partial charges, in e, on atoms 1 to 8: atom 1 (H): 0.19, atom 2 (H): 0.20, atom 3 (C): -0.65, atom 4 (H): 0.21, atom 5 (H): 0.36, atom 6 (C): -0.01, atom 7 (C): -0.02, atom 8 (C): 0.18

---

# 2
Below is a cluster of 2 separate species, C3H4Se in total at a distorted geometry, with properties calculated with ωB97M-V with the def2-TZVPD basis set.

Properties
Energy above the lowest of the compared OMol25 structures with the same formula, charge and spin, kcal/mol: 76.0
HOMO energy (alpha / beta), Ha: -0.333 / -0.333
HOMO-LUMO gap (alpha / beta), eV: 8.6 / 8.6
Strongest force on any atom, Eh/bohr: 0.0901
LUMO level (alpha / beta), eV: -0.5 / -0.5

```
! RIJCOSX wB97M-V def2-TZVPD def2/J DEFGRID3
* xyz 0 1
H -1.55259 2.73891 -0.23707
H 0.17110 -0.66912 -1.66670
C -0.95724 1.85091 0.02868
C 0.65399 -1.04293 0.47794
H 1.67575 -0.51946 0.29704
Se -0.35078 -1.86682 -0.85323
C -0.25179 1.03191 0.54641
H 0.61156 -1.52339 1.40693
*
```

Formally, the natural (NBO) partial charges of the atoms, in units of the elementary charge, are as follows: atom 1 (H): 0.24, atom 2 (H): 0.12, atom 3 (C): -0.43, atom 4 (C): -0.46, atom 5 (H): 0.25, atom 6 (Se): 0.22, atom 7 (C): -0.14, atom 8 (H): 0.19

---

# 3
Below is a cluster of 3 separate species, C22H49N2O18P3 in total at a distorted geometry, with properties calculated with ωB97M-V with the def2-TZVPD basis set.

Properties
HOMO energy, Ha: -0.341
HOMO-LUMO gap, eV: 8.1
Strongest force on any atom, Eh/bohr: 0.1567
LUMO level, eV: -1.2
SMILES string: CCOCCOCCOC[C@]1(ON=O)OC(=O)O[C@H]1P(=N)(O)O.CCOP(=O)(OCC)OCC.CCOP(=O)(OCC)OCC

```
! RIJCOSX wB97M-V def2-TZVPD def2/J DEFGRID3
* xyz 0 1
C -0.29097 4.74103 -1.26605
O 0.08108 4.54561 0.08861
P -7.05926 -3.56482 -2.10828
P 8.01162 1.51299 2.70062
P 1.37014 -1.02941 -1.20535
O -2.98996 -0.11778 -0.41916
C 1.48419 4.38125 0.24711
O -7.27076 -2.25536 -1.40433
H -3.37078 -4.95580 -0.49569
H -8.82750 -0.07379 -4.10212
C -4.47116 -3.48793 -1.62523
H 7.72969 3.57066 5.45052
O -1.89728 -3.91816 1.38650
H 2.52527 0.36257 -0.17291
H -3.55734 -3.12486 -2.09894
C 1.87586 3.66141 1.56248
H 6.40778 0.12841 -0.12346
C 6.45357 1.95351 4.80386
O -2.17793 3.20495 -0.82399
H -0.77603 5.73701 -1.35699
H -7.56323 -6.02988 -0.72531
H 2.02822 2.57270 1.42054
O -0.24746 -0.25304 1.48743
H 4.71061 0.66599 1.69486
O -7.08180 -5.18486 -2.55940
H -0.95971 -0.88807 -1.60867
C -8.12755 -0.91092 -4.13596
H 7.35718 2.38071 6.71657
H 8.52446 2.00133 5.44377
C -0.37581 -0.57632 -0.73135
H -7.75616 -7.06869 -2.13734
H -2.64177 -0.20680 1.68905
N -1.31501 -3.44772 0.48145
O 9.25933 0.71975 2.44027
C -2.98895 2.14823 -1.35746
O 7.22774 1.35984 1.26567
C -2.50147 -0.75961 0.74565
H 10.41994 2.39016 0.68361
H 1.93269 5.39898 0.29245
C 5.39924 -0.17885 1.74657
N 1.70548 -0.24606 -2.50796
O 2.37213 -0.58171 0.01882
H 0.61198 4.79894 -1.90901
H 5.64182 -0.33385 2.80226
H -5.11591 -5.24732 -0.54330
H -9.27454 -2.00985 -2.66013
H -4.61138 1.18567 -0.34120
H -4.14024 -5.59991 -1.96388
H 10.13252 4.26772 3.07964
C -0.40560 0.98591 0.88055
H 10.49846 2.56513 3.28301
C -7.90640 -6.05568 -1.76390
C -9.37464 -5.68303 -1.84954
H -9.98745 -6.41100 -1.31630
O -5.50050 -3.41367 -2.60407
H 7.39230 -0.69766 1.08355
C 6.65483 0.09790 0.93862
H 2.54188 -2.77605 -1.35518
H -2.36534 1.61327 -2.09808
H -4.70080 -2.81620 -0.79085
H -3.82937 2.64809 -1.88429
C -4.25624 -4.90772 -1.12907
C 10.01631 3.28355 2.61949
O 6.65581 2.21884 3.40404
H -7.80157 -1.04920 -5.16862
C 10.66122 3.29179 1.24672
H -9.55065 -2.50226 -4.31997
H -7.24064 -0.64935 -3.55841
H 11.74674 3.37340 1.32964
H 2.84484 4.07576 1.89817
C -3.51153 1.20042 -0.22621
H -0.63094 2.81254 -2.19193
O -0.66891 1.91632 1.49807
O 1.57915 -2.64251 -1.42316
H 10.29335 4.13676 0.66143
O -0.23985 0.83746 -0.48584
C 7.57817 2.51081 5.65634
C -1.25905 3.64452 -1.80067
C -8.77965 -2.17821 -3.61698
C -0.97047 -1.12730 0.59942
H -3.08601 -1.69955 0.85056
H 6.35349 0.87480 4.95692
H 1.92508 3.79307 -0.58605
H 5.50766 2.41703 5.08454
O -0.55454 -2.39392 1.05439
H 4.89271 -1.07290 1.38125
H -9.70059 -5.63472 -2.88875
H -3.23216 1.67556 0.72944
O -7.82623 -3.23438 -3.52462
H -9.55848 -4.69803 -1.40655
H -1.78759 4.10072 -2.66778
H 1.95382 -0.88963 -3.25488
O 8.61682 3.03137 2.51763
H 1.13994 3.78995 2.37313
*
```

These are the Mulliken partial charges, in e, on atoms 1 to 8: atom 1 (C): -0.76, atom 2 (O): -0.30, atom 3 (P): 1.22, atom 4 (P): 1.07, atom 5 (P): 0.76, atom 6 (O): -0.32, atom 7 (C): -0.22, atom 8 (O): -0.78

---

- strongest force on any atom of number 2 (C3H4Se)?
  0.0901 Eh/bohr